No. 1
Computed, not measured: the molecule C20H22BrN5, with ωB97M-V/def2-TZVPD.

Its multiplicity is 1. The calculated total energy comes out at -98588.40349 eV. For the frontier orbital gap, the calculation gives 9.11 eV. The LUMO energy comes out at 0.0183 Eh. The SMILES is CC(C)c1ccc([C@@H]2c3nnnn3CCN2Cc2cccc(Br)c2)cc1.

Each line ends with the natural charge from an NBO analysis.
Cartesian coordinates (Å):
C 4.674 0.361 -3.205  -0.60
C 4.363 1.309 -2.067  -0.24
C 5.590 1.551 -1.217  -0.60
C 3.215 0.842 -1.236  -0.03
C 2.132 1.742 -1.095  -0.20
C 1.044 1.349 -0.306  -0.20
C 1.064 0.158 0.433  -0.04
C -0.123 -0.161 1.334  -0.10
C 0.191 0.190 2.759  0.34
N 0.292 1.343 3.353  -0.29
N 0.587 1.069 4.664  -0.07
N 0.699 -0.212 4.912  -0.05
N 0.473 -0.781 3.697  -0.20
C 0.471 -2.215 3.388  -0.22
C -0.613 -2.431 2.369  -0.22
N -0.466 -1.580 1.147  -0.46
C -1.199 -1.965 -0.103  -0.23
C -2.667 -2.129 0.192  -0.05
C -3.641 -1.138 0.034  -0.20
C -4.988 -1.484 0.080  -0.20
C -5.363 -2.787 0.436  -0.24
C -4.394 -3.755 0.776  -0.08
Br -4.949 -5.531 1.352  0.05
C -3.075 -3.402 0.601  -0.19
C 2.170 -0.682 0.347  -0.20
C 3.210 -0.373 -0.536  -0.17
H 5.531 0.739 -3.789  0.21
H 3.794 0.214 -3.819  0.21
H 4.972 -0.608 -2.848  0.20
H 4.141 2.295 -2.514  0.20
H 6.386 2.017 -1.814  0.21
H 5.959 0.595 -0.826  0.20
H 5.399 2.220 -0.349  0.22
H 2.103 2.648 -1.704  0.22
H 0.190 2.046 -0.234  0.21
H -0.962 0.437 0.979  0.22
H 0.269 -2.804 4.308  0.24
H 1.445 -2.485 2.994  0.21
H -0.620 -3.471 2.032  0.21
H -1.594 -2.226 2.798  0.19
H -1.106 -1.171 -0.882  0.23
H -0.801 -2.902 -0.539  0.21
H -3.323 -0.133 -0.277  0.21
H -5.759 -0.753 -0.163  0.23
H -6.422 -3.088 0.398  0.23
H -2.283 -4.136 0.708  0.21
H 2.211 -1.550 1.030  0.21
H 4.078 -1.067 -0.592  0.21

---

No. 2
Computed, not measured: a cluster of 2 separate species, C4H12S in total, with ωB97M-V/def2-TZVPD.

Its multiplicity is 1. The calculated total energy comes out at -15176.31696 eV. For the frontier orbital gap, the calculation gives 9.46 eV. The LUMO energy comes out at 0.0371 Eh. The SMILES is CSC.CC.

Each line ends with the natural charge from an NBO analysis.
Cartesian coordinates (Å):
C 1.294 -0.323 0.806  -0.75
S 0.825 0.020 2.534  0.17
C 2.362 0.656 3.304  -0.72
H 2.371 -0.322 0.622  0.23
H 0.713 0.401 0.124  0.22
H 1.015 -1.274 0.394  0.22
H 2.419 0.292 4.261  0.22
H 2.292 1.683 3.556  0.21
H 3.262 0.481 2.840  0.22
C -1.569 0.172 -2.788  -0.60
C -2.507 -0.582 -1.876  -0.61
H -2.003 0.451 -3.654  0.20
H -0.881 -0.589 -2.985  0.20
H -1.051 1.073 -2.361  0.20
H -3.264 0.110 -1.547  0.19
H -3.080 -1.337 -2.275  0.20
H -2.199 -0.912 -0.956  0.20

---

No. 3
Computed, not measured: the ion C2H6Cl2O2P with charge +1, with ωB97M-V/def2-TZVPD.

Its multiplicity is 3. The calculated total energy comes out at -40587.34574 eV. For the frontier orbital gap (alpha / beta), the calculation gives 6.50 / 7.19 eV. The LUMO energy (alpha / beta) comes out at -0.1272 / -0.2893 Eh. As for the net charge: +1.

Each line ends with the Mulliken spin population.
Cartesian coordinates (Å):
C 0.020 -0.777 0.468  0.08
C -1.959 0.786 -0.221  0.00
O 1.079 -0.244 -0.142  0.24
O -1.366 -0.554 -0.297  0.03
P 2.796 -0.017 0.624  1.27
Cl 3.827 -1.359 -0.450  0.20
Cl 3.330 1.598 -0.327  0.19
H -0.306 -0.241 1.407  -0.01
H -1.060 -0.773 -1.282  0.00
H 0.240 -1.863 0.467  0.00
H -1.785 1.677 -0.882  0.00
H -1.738 1.138 0.794  0.00
H -3.077 0.628 -0.161  0.00

---

No. 4
Computed, not measured: a structure of composition C22H49BFNO11P2S, with ωB97M-V/def2-TZVPD.

Its multiplicity is 1. The calculated total energy comes out at -80430.08086 eV. For the frontier orbital gap, the calculation gives 9.37 eV. The LUMO energy comes out at 0.0110 Eh.

Each line ends with the Löwdin charge.
Cartesian coordinates (Å):
C -4.351 -2.689 0.723  -0.09
C -3.829 -2.353 -0.684  -0.14
B -3.630 -0.831 -1.000  -0.67
O -2.826 -0.411 -2.030  0.11
N -4.320 0.256 -0.213  -0.29
P -3.620 1.902 -0.442  0.96
P -1.490 1.507 -0.262  0.28
O -1.080 0.251 0.378  -0.28
O -0.899 1.638 -1.747  -0.16
O -1.030 2.846 0.487  -0.16
S -5.958 0.349 -0.396  0.53
O -6.621 -0.012 0.802  -0.23
O -6.328 1.532 -1.087  -0.29
F -6.197 -0.826 -1.408  -0.12
H -3.520 -2.774 1.421  0.08
H -4.859 -3.652 0.697  0.05
H -5.073 -1.966 1.091  0.05
H -4.490 -2.775 -1.446  0.10
H -2.865 -2.847 -0.843  0.11
H -1.895 -0.633 -1.902  0.10
H -3.830 2.327 0.887  -0.04
H -0.806 2.547 -2.058  0.06
H -0.344 3.341 0.021  0.08
C 3.620 0.376 -1.544  -0.16
C 2.976 -0.571 -0.532  -0.15
C 2.338 0.406 0.440  -0.19
O 1.981 1.559 -0.327  -0.16
C 2.578 1.485 -1.623  -0.21
H 3.822 -0.087 -2.508  0.11
H 4.561 0.765 -1.150  0.10
H 2.215 -1.181 -1.023  0.12
H 3.688 -1.231 -0.040  0.10
H 3.063 0.707 1.206  0.10
H 1.444 0.021 0.929  0.11
H 1.803 1.248 -2.361  0.11
H 3.005 2.460 -1.868  0.12
C 7.908 -1.755 2.208  -0.16
C 7.437 -0.318 2.433  -0.16
C 7.026 0.089 1.024  -0.20
O 6.565 -1.100 0.380  -0.15
C 6.913 -2.243 1.163  -0.20
H 7.900 -2.364 3.111  0.11
H 8.921 -1.761 1.801  0.11
H 6.573 -0.303 3.101  0.10
H 8.199 0.335 2.854  0.12
H 7.877 0.489 0.462  0.12
H 6.225 0.831 1.010  0.10
H 6.008 -2.639 1.637  0.12
H 7.320 -3.010 0.503  0.12
C -4.186 6.120 -3.349  -0.16
C -2.905 5.767 -4.103  -0.16
C -2.062 5.150 -2.993  -0.21
O -2.978 4.530 -2.092  -0.21
C -4.317 4.945 -2.389  -0.21
H -5.056 6.230 -3.993  0.11
H -4.050 7.051 -2.795  0.11
H -3.115 5.025 -4.875  0.12
H -2.419 6.621 -4.573  0.11
H -1.489 5.913 -2.455  0.12
H -1.366 4.397 -3.375  0.11
H -4.851 4.105 -2.842  0.12
H -4.818 5.205 -1.457  0.12
C 3.488 2.008 4.441  -0.16
C 4.199 2.685 3.271  -0.17
C 5.474 3.190 3.933  -0.20
O 5.777 2.260 4.974  -0.15
C 4.663 1.394 5.193  -0.21
H 2.750 1.267 4.137  0.11
H 2.987 2.755 5.060  0.11
H 4.440 1.945 2.503  0.08
H 3.619 3.480 2.805  0.12
H 5.325 4.182 4.374  0.12
H 6.322 3.241 3.249  0.11
H 4.904 0.399 4.800  0.11
H 4.490 1.306 6.266  0.12
C -4.872 -7.571 -2.046  -0.17
C -5.637 -7.748 -0.735  -0.17
C -5.185 -6.524 0.050  -0.21
O -4.937 -5.499 -0.914  -0.16
C -4.924 -6.059 -2.227  -0.20
H -5.308 -8.110 -2.886  0.11
H -3.839 -7.903 -1.926  0.11
H -6.713 -7.704 -0.919  0.11
H -5.417 -8.682 -0.220  0.11
H -4.259 -6.724 0.600  0.12
H -5.935 -6.168 0.758  0.12
H -5.837 -5.755 -2.752  0.12
H -4.066 -5.663 -2.771  0.12

---

No. 5
Computed, not measured: the molecule C5H5NO, with ωB97M-V/def2-TZVPD.

Its multiplicity is 1. The calculated total energy comes out at -8798.70981 eV. For the frontier orbital gap, the calculation gives 8.88 eV. The LUMO energy comes out at 0.0232 Eh. The SMILES is C#C/C([O-])=C1\C[NH2+]1.

Each line ends with the natural charge from an NBO analysis.
Cartesian coordinates (Å):
C 3.097 -0.233 -0.316  -0.17
C 1.989 -0.051 0.120  -0.10
C 0.657 0.193 0.674  0.40
O 0.443 0.062 1.884  -0.61
C -0.329 0.659 -0.271  -0.22
C -1.248 -0.331 -0.852  -0.23
N -1.684 0.438 0.342  -0.56
H 4.086 -0.378 -0.693  0.23
H -1.170 -1.397 -0.634  0.20
H -1.813 -0.113 -1.757  0.20
H -2.373 1.174 0.248  0.41
H -1.654 -0.021 1.256  0.43

---

No. 6
Computed, not measured: the ion C5H6O2P with charge -1, with ωB97M-V/def2-TZVPD.

Its multiplicity is 1. The calculated total energy comes out at -18666.90780 eV. For the frontier orbital gap, the calculation gives 8.24 eV. The LUMO energy comes out at 0.1379 Eh. The SMILES is CC1=C[P@](=O)([O-])C=C1. As for the net charge: -1.

Each line ends with the natural charge from an NBO analysis.
Cartesian coordinates (Å):
C 0.420 -1.239 0.134  -0.64
C -0.249 0.039 -0.392  -0.16
C -1.401 0.066 -1.043  -0.45
P -1.806 2.160 -1.433  2.13
O -3.166 2.615 -1.020  -1.15
O -1.455 2.405 -2.849  -1.15
C -0.429 2.453 -0.179  -0.54
C 0.299 1.319 0.100  -0.21
H 1.326 -0.917 0.699  0.19
H 0.582 -2.014 -0.781  0.21
H -0.180 -1.707 0.923  0.20
H -1.887 -0.902 -1.331  0.18
H -0.094 3.363 0.037  0.19
H 1.268 1.269 0.665  0.18

---

No. 7
Computed, not measured: a structure of composition C35H42BBaClN8PS, with ωB97M-V/def2-TZVPD.

Its multiplicity is 1. The calculated total energy comes out at -82916.67239 eV. For the frontier orbital gap, the calculation gives 8.79 eV. The LUMO energy comes out at -0.0772 Eh. As for the net charge: +1.

Each line ends with the Löwdin charge.
Cartesian coordinates (Å):
Ba 0.294 -1.069 -0.217  1.52
C 1.023 2.708 -0.326  -0.03
C 0.491 2.260 -1.651  -0.37
C 0.442 2.952 -2.864  0.01
C -0.141 2.073 -3.763  -0.27
C -0.447 2.283 -5.208  -0.01
N -0.415 0.933 -3.102  0.02
N -0.030 1.044 -1.805  -0.09
B -1.054 -0.363 -3.667  -0.52
N -2.225 -0.845 -2.780  0.02
N -2.030 -1.422 -1.564  -0.08
C -3.230 -1.731 -1.085  -0.38
C -3.384 -2.368 0.258  -0.03
C -4.224 -1.358 -1.995  0.02
C -3.544 -0.796 -3.059  -0.26
C -4.100 -0.211 -4.315  -0.01
N 0.007 -1.484 -3.821  0.02
N 0.855 -1.856 -2.818  -0.08
C 1.554 -2.900 -3.272  -0.36
C 2.576 -3.586 -2.424  -0.03
C 1.157 -3.214 -4.572  0.02
C 0.170 -2.296 -4.883  -0.26
C -0.622 -2.177 -6.143  -0.01
H 1.649 3.592 -0.443  0.09
H 1.636 1.935 0.147  0.04
H 0.221 2.962 0.370  0.07
H 0.762 3.962 -3.061  0.11
H -0.126 3.279 -5.506  0.08
H -1.515 2.194 -5.405  0.08
H 0.064 1.553 -5.836  0.08
H -1.484 -0.112 -4.750  0.11
H -2.415 -2.504 0.748  0.05
H -3.851 -3.350 0.182  0.09
H -4.001 -1.756 0.917  0.07
H -5.289 -1.482 -1.901  0.11
H -5.185 -0.296 -4.304  0.08
H -3.724 -0.726 -5.199  0.08
H -3.840 0.844 -4.410  0.08
H 2.953 -2.926 -1.640  0.02
H 3.424 -3.906 -3.028  0.09
H 2.156 -4.479 -1.956  0.08
H 1.535 -3.998 -5.206  0.12
H -0.283 -2.928 -6.854  0.09
H -0.508 -1.193 -6.598  0.08
H -1.685 -2.336 -5.958  0.08
Cl -2.027 0.966 1.012  0.69
C -2.647 0.449 2.569  -0.65
C -4.003 0.601 2.793  -0.10
C -4.529 0.203 4.013  -0.06
C -3.697 -0.333 4.984  -0.06
C -2.337 -0.467 4.742  -0.06
C -1.780 -0.076 3.526  -0.39
P -0.005 -0.285 3.133  0.99
C 0.647 1.419 3.240  -0.40
C 2.016 1.590 3.028  -0.12
C 2.582 2.853 3.102  -0.08
C 1.786 3.961 3.362  -0.07
C 0.424 3.799 3.563  -0.07
C -0.143 2.532 3.512  -0.09
C 0.660 -1.072 4.631  -0.40
C 1.027 -0.347 5.763  -0.08
C 1.499 -1.005 6.888  -0.06
C 1.603 -2.389 6.894  -0.07
C 1.240 -3.119 5.772  -0.07
C 0.776 -2.460 4.642  -0.11
H -4.632 1.023 2.021  0.11
H -5.588 0.313 4.199  0.11
H -4.103 -0.645 5.936  0.11
H -1.698 -0.883 5.509  0.11
H 2.644 0.732 2.811  0.09
H 3.649 2.976 2.963  0.10
H 2.229 4.947 3.416  0.11
H -0.200 4.657 3.774  0.11
H -1.204 2.418 3.693  0.10
H 0.948 0.734 5.764  0.11
H 1.786 -0.435 7.762  0.11
H 1.972 -2.900 7.774  0.11
H 1.325 -4.197 5.773  0.11
H 0.501 -3.032 3.763  0.10
C 5.153 1.940 0.028  -0.09
N 4.408 1.584 -1.167  -0.04
C 3.637 0.498 -1.276  -0.88
N 3.032 0.302 -2.453  0.14
S 3.459 -0.578 0.034  0.52
H 5.621 2.907 -0.141  0.09
H 5.921 1.200 0.250  0.09
H 4.481 2.010 0.882  0.05
H 4.554 2.146 -1.991  0.14
H 3.007 1.032 -3.148  0.12
H 2.389 -0.473 -2.577  0.04

---

No. 8
Computed, not measured: a structure of composition CHNO3P, with ωB97M-V/def2-TZVPD.

Its multiplicity is 1. The calculated total energy comes out at -17976.30856 eV. For the frontier orbital gap, the calculation gives 8.13 eV. The LUMO energy comes out at 0.1428 Eh. As for the net charge: -1.

Each line ends with the natural charge from an NBO analysis.
Cartesian coordinates (Å):
C 1.424 3.192 -0.369  0.90
N 0.380 -0.094 0.802  -1.31
O 2.428 2.981 0.190  -0.58
O 0.706 3.935 -0.899  -0.58
O 0.918 0.417 -1.581  -1.14
P 0.491 1.085 -0.319  1.37
H 0.932 -0.909 0.474  0.35